(1)
The following is a quantum chemistry calculation of a molecular structure, C2H5N4O2S2, from OMol25.

XYZ file:
```
15
C2H5N4O2S2 (ωB97M-V with the def2-TZVPD basis set)
C 0.8593 0.9152 0.5315
C 0.0327 0.1411 -0.4280
N 0.3862 1.5571 1.4385
N -2.1947 0.9122 0.7038
N -2.1258 2.0271 -0.0416
N 1.1346 -2.3221 0.3330
O 2.3122 -0.7713 -1.5060
O 0.1857 -1.9128 -1.9912
S -1.4517 -0.4116 0.1283
S 1.0021 -1.2185 -1.0084
H 1.9595 0.6808 0.3164
H -1.2982 1.8965 -0.6628
H -2.4095 2.7934 0.5011
H 1.4272 -1.7645 1.1149
H 0.1805 -2.5226 0.5705
```

Computed properties:
Total charge = -1
E_HOMO (alpha / beta) = -2.98 / -3.56 eV
DFT total energy = -1244.96073 Ha
Gap between HOMO and LUMO (alpha / beta) = 0.239 / 0.261 Eh

Atomic partial charges in e from the Mulliken method, atoms 1 to 8: -0.06, -0.20, -0.63, -0.34, -0.29, -0.62, -0.61, -0.63

***

(2)
The following is a quantum chemistry calculation of a molecular structure, C2H5N4O3P, from OMol25.

XYZ file:
```
15
C2H5N4O3P (ωB97M-V with the def2-TZVPD basis set)
C -2.1280 -1.3177 0.2254
C -1.0171 -0.5233 -0.0810
N -1.7649 -2.2005 1.0354
N -0.5333 -2.0607 1.3753
N -0.0414 -1.0345 0.6882
N 1.2570 -0.5223 0.7792
O 1.9302 1.3021 -1.3168
O 0.2622 2.9088 -1.2639
O -0.8475 0.5578 -0.8082
P 0.8209 1.8564 -0.3011
H -3.2202 -1.0927 -0.0272
H 1.8681 -0.8960 -0.0402
H 1.7427 -0.6116 1.7522
H 2.3782 0.5037 -0.8542
H -0.7069 3.1304 -1.1632
```

Computed properties:
E_HOMO = -8.06 eV
DFT total energy = -865.23304 Ha
Gap between HOMO and LUMO = 0.294 Eh

Atomic partial charges in e from the Mulliken method, atoms 1 to 8: -0.46, 0.64, -0.30, -0.72, 0.89, -0.83, -0.40, -0.44

***

(3)
The following is a quantum chemistry calculation of a single C2H5N5 molecule, from OMol25.

XYZ file:
```
12
C2H5N5 (ωB97M-V with the def2-TZVPD basis set)
C -0.7350 0.9641 1.1127
C 0.2878 -0.8154 -0.1346
N -1.5364 1.1653 1.8973
N 1.0934 -1.2205 -1.0205
N -0.3843 -1.6840 0.6401
N 0.5989 1.5294 -0.7145
N 0.0488 0.5876 0.1856
H 1.3779 -0.5109 -1.6411
H -0.1245 -2.5510 0.1759
H -1.3272 -1.6123 0.9673
H -0.2274 1.9038 -1.3690
H 0.9279 2.2439 -0.0992
```

Computed properties:
E_HOMO = -9.48 eV
Structure (SMILES) = [H]/N=C(/N)N(N)C#N
DFT total energy = -352.92390 Ha
Gap between HOMO and LUMO = 0.366 Eh

Atomic partial charges in e from the Mulliken method, atoms 1 to 8: 0.50, 0.37, -0.47, -0.71, -0.47, -0.72, 0.15, 0.27

***

(4)
The following is a quantum chemistry calculation of a single C2H5N5 molecule, from OMol25.

XYZ file:
```
12
C2H5N5 (ωB97M-V with the def2-TZVPD basis set)
C -3.1231 0.8463 -0.1015
C 1.1920 -0.6472 -0.1605
N -3.5200 -0.3489 -0.1048
N -1.8321 1.0921 -0.0280
N -3.2183 -1.4327 -0.0434
N -1.0583 0.0945 0.0074
N 0.2304 0.3314 0.3609
H -3.8006 1.6357 0.0717
H 1.1282 -1.6040 0.2766
H 0.9713 -0.5899 -1.1919
H 2.0935 -0.1861 0.2662
H 0.5476 1.2893 0.1781
```

Computed properties:
E_HOMO = -7.72 eV
DFT total energy = -352.83268 Ha
Gap between HOMO and LUMO = 0.298 Eh

Atomic partial charges in e from the Mulliken method, atoms 1 to 8: -0.05, -0.71, 0.44, -0.45, -0.44, 0.04, -0.29, 0.32

***

(5)
The following is a quantum chemistry calculation of 2 unconnected molecules or ions with the total composition C2H5N5O, from OMol25.

XYZ file:
```
13
C2H5N5O (ωB97M-V with the def2-TZVPD basis set)
C -0.4723 -0.8239 -0.0005
C 1.6118 -0.1911 -0.0848
H -2.4759 -1.3154 0.2081
H -1.3056 -2.3884 0.6303
H 3.4717 0.5418 -0.5319
H -0.1803 2.1967 0.9854
H -1.6599 2.1668 -0.5441
N -1.6172 -1.7301 -0.2625
N 0.8207 -1.2398 0.0713
N 0.7942 0.9068 -0.4069
N -0.5235 0.4608 -0.4012
N -1.3518 1.6844 0.2501
O 2.8881 -0.2685 0.0866
```

Computed properties:
E_HOMO = -8.71 eV
DFT total energy = -428.02061 Ha
Gap between HOMO and LUMO = 0.318 Eh

Atomic partial charges in e from the Mulliken method, atoms 1 to 8: 0.19, 0.65, 0.33, 0.34, 0.44, 0.38, 0.26, -0.54

***

(6)
The following is a quantum chemistry calculation of a molecular structure, C2H5N5O, from OMol25.

XYZ file:
```
13
C2H5N5O (ωB97M-V with the def2-TZVPD basis set)
C 1.3269 -0.8651 0.0652
C 0.3499 0.9816 0.5801
H -1.8240 1.1015 0.1918
H -2.0066 0.8157 -1.8909
H -0.6770 -1.7981 0.3322
H 1.8115 -2.7004 -0.6861
H -0.9943 2.2648 1.3317
N -1.5935 0.4700 -0.7765
N -0.2920 0.4032 -0.5465
N 0.1019 -1.0223 -0.5853
N 1.6223 0.4010 0.5084
N -0.0949 1.7145 1.5014
O 2.2699 -1.7665 -0.0257
```

Computed properties:
E_HOMO = -8.92 eV
DFT total energy = -427.98171 Ha
Gap between HOMO and LUMO = 0.314 Eh

Atomic partial charges in e from the Mulliken method, atoms 1 to 8: 0.39, 0.65, 0.18, 0.28, 0.31, 0.45, 0.23, -0.70